Here is an isolated ion of composition C4H10N2 and charge +1 from the OMol25 dataset. Energies are from ωB97M-V/def2-TZVPD.

The geometry in XYZ format:
```
16
Properties=species:S:1:pos:R:3
C 0.831 0.798 -1.648
C -0.420 -0.169 -1.299
C -0.580 -0.263 0.187
C 0.485 -1.008 0.834
N 0.602 -1.123 2.253
N -1.378 0.667 0.837
H 1.528 1.205 -0.934
H 0.394 1.688 -2.140
H 1.450 0.371 -2.395
H -0.220 -1.236 -1.697
H -1.349 0.103 -1.747
H 1.161 -1.627 0.352
H 1.345 -0.576 2.672
H -0.297 -1.022 2.766
H -2.188 0.614 1.557
H -1.365 1.578 0.403
```

The multiplicity is 2. The expectation value of S² is 0.76. Its total charge is +1. The calculation puts the total energy at -7281.196 eV. The value obtained for the HOMO-LUMO gap (spin up / spin down) is 9.77 / 8.29 eV. As for the LUMO energy (spin up / spin down): -0.15176 / -0.25387 Ha.


Here is a 11-piece molecular cluster, BH24O10 overall from the OMol25 dataset. Energies are from ωB97M-V/def2-TZVPD.

The geometry in XYZ format:
```
35
Properties=species:S:1:pos:R:3
B 0.105 1.336 0.520
H -0.154 0.556 -0.422
H 0.345 2.426 -0.015
H -0.873 1.425 1.217
H 1.029 0.911 1.208
O -0.389 -0.989 -3.172
H 0.540 -0.833 -3.336
H -0.736 -0.176 -2.805
O 2.786 0.025 -0.976
H 2.541 -0.077 -1.912
H 2.105 0.546 -0.628
O -0.081 1.160 4.356
H 0.434 1.575 3.679
H 0.430 0.488 4.787
O -2.816 -0.529 0.304
H -2.155 0.180 0.242
H -3.169 -0.675 1.182
O 1.427 -2.401 -1.535
H 1.654 -1.665 -1.008
H 1.647 -3.073 -0.892
O -2.621 2.552 -0.953
H -1.860 2.424 -0.366
H -2.543 1.946 -1.673
O -1.019 -1.249 2.606
H -1.032 -1.684 1.786
H -0.678 -0.387 2.493
O 0.541 2.277 -2.934
H -0.317 2.364 -3.264
H 0.547 2.484 -1.989
O 2.129 -1.952 1.334
H 1.545 -1.183 1.495
H 2.954 -1.646 1.754
O -0.811 -2.342 -0.112
H -1.406 -1.578 -0.185
H -0.100 -2.229 -0.779
```

The multiplicity is 1. Its total charge is -1. The calculation puts the total energy at -21542.454 eV. The value obtained for the HOMO-LUMO gap is 9.87 eV. As for the LUMO energy: 0.10609 Ha.


Here is C4H2KO2 as an isolated structure from the OMol25 dataset. Energies are from ωB97M-V/def2-TZVPD.

The geometry in XYZ format:
```
9
Properties=species:S:1:pos:R:3
H 2.438 1.131 0.499
O -1.464 -1.060 -2.193
O -0.296 -0.852 -2.768
C 1.410 1.426 0.640
C 0.259 1.802 0.761
K 0.135 -1.269 -0.493
C -2.184 2.471 1.327
C -1.044 2.180 1.036
H -3.198 2.732 1.581
```

The multiplicity is 2. The expectation value of S² is 0.76. Its total charge is 0. The calculation puts the total energy at -24593.114 eV. The value obtained for the HOMO-LUMO gap (spin up / spin down) is 6.44 / 5.92 eV. As for the LUMO energy (spin up / spin down): -0.01456 / -0.01446 Ha.


Here is a 2-piece molecular cluster, C6H9N2O2 overall from the OMol25 dataset. Energies are from ωB97M-V/def2-TZVPD.

The geometry in XYZ format:
```
19
Properties=species:S:1:pos:R:3
C -2.488 0.028 0.478
C -1.362 1.006 0.743
C -0.116 2.486 1.657
C -0.154 0.924 0.102
N -1.306 1.944 1.739
N 0.648 1.833 0.757
H 0.183 3.383 2.172
H -2.075 -0.946 0.240
H -3.013 0.447 -0.382
H 1.578 2.012 0.428
H 0.247 0.211 -0.621
H -3.157 -0.042 1.335
C 2.130 -2.022 -0.877
C 0.800 -1.746 -1.586
O 0.755 -0.672 -2.259
O -0.110 -2.589 -1.489
H 2.635 -1.080 -0.660
H 2.782 -2.401 -1.676
H 2.024 -2.773 -0.101
```

The multiplicity is 1. Its total charge is -1. The calculation puts the total energy at -13444.720 eV. The value obtained for the HOMO-LUMO gap is 7.91 eV. As for the LUMO energy: 0.13238 Ha.